32
Properties=species:S:1:pos:R:3 method="wB97M-V/def2-TZVPD" e_above_lowest_kcal_mol=118.07 homo_ha=-0.3100 gap_ev=8.73 spin_multiplicity=1
C -1.87 2.66 -1.84
C -1.59 1.47 -0.97
C -0.60 0.52 -1.71
C -0.52 -0.78 -1.65
C -1.36 -1.75 -0.86
O -2.57 -1.79 -1.00
C -0.63 -2.68 0.07
C 0.54 -2.45 0.65
C 1.38 -1.22 0.61
C 2.72 -1.62 1.25
C 0.79 -0.12 1.49
C -0.63 0.46 1.14
C -1.63 -0.29 1.45
N -2.51 -0.89 1.98
C -0.93 1.76 0.36
H -2.88 3.10 -1.62
H -2.03 2.17 -2.97
H -1.10 3.48 -2.07
H -2.61 0.94 -0.66
H 0.05 1.10 -2.39
H 0.35 -1.20 -2.18
H -1.25 -3.62 0.11
H 0.92 -3.22 1.34
H 1.61 -1.00 -0.52
H 2.52 -2.03 2.38
H 3.52 -0.81 1.47
H 3.33 -2.30 0.56
H 0.70 -0.30 2.51
H 1.48 0.70 1.34
H -2.89 -1.59 1.35
H 0.04 2.22 0.33
H -1.58 2.35 0.94



117
Properties=species:S:1:pos:R:3 method="wB97M-V/def2-TZVPD" charge=+1 homo_ha=-0.3530 gap_ev=4.45 spin_multiplicity=1
Hf 7.42 20.95 5.33
C 6.53 25.20 4.28
C 5.59 24.53 3.22
C 5.63 25.44 1.99
C 4.95 24.79 0.73
C 5.68 23.51 0.39
C 5.74 22.54 1.58
N 6.10 23.18 2.85
O 6.06 22.25 3.91
C 6.77 21.47 1.12
C 4.35 21.88 1.54
C 4.20 24.48 3.86
H 6.89 24.47 5.01
H 6.04 25.93 4.92
H 7.38 25.61 3.73
H 6.59 25.80 1.62
H 5.01 26.33 2.08
H 4.96 25.60 0.00
H 3.90 24.69 1.02
H 6.65 23.86 0.02
H 5.32 23.07 -0.54
H 6.99 21.46 0.05
H 6.51 20.44 1.37
H 7.73 21.65 1.62
H 4.21 21.12 0.78
H 3.51 22.57 1.48
H 4.21 21.27 2.44
H 3.44 24.02 3.23
H 3.80 25.50 3.96
H 4.16 24.08 4.87
C 9.52 23.31 2.63
C 10.31 23.93 3.78
C 10.60 25.36 3.29
C 10.87 26.41 4.38
C 9.89 26.27 5.54
C 9.78 24.86 6.12
N 9.47 23.93 5.03
O 9.09 22.68 5.45
C 8.72 24.85 7.24
C 11.14 24.56 6.86
C 11.65 23.23 3.99
H 8.56 23.83 2.56
H 9.35 22.23 2.70
H 9.99 23.45 1.65
H 9.74 25.70 2.70
H 11.48 25.44 2.66
H 10.78 27.45 4.05
H 11.90 26.43 4.75
H 8.85 26.48 5.29
H 10.30 26.95 6.28
H 7.74 25.12 6.84
H 9.02 25.57 8.00
H 8.72 23.89 7.74
H 12.07 24.61 6.28
H 11.17 23.55 7.26
H 11.22 25.26 7.69
H 11.80 22.75 4.96
H 12.46 23.96 3.99
H 11.95 22.50 3.23
C 10.40 18.03 3.57
C 9.89 19.39 3.07
C 9.62 19.36 1.55
O 8.89 20.00 3.83
H 9.68 17.21 3.46
H 10.74 17.87 4.60
H 11.27 17.64 3.04
H 10.81 19.98 3.20
H 8.83 18.67 1.23
H 10.47 18.88 1.04
H 9.40 20.31 1.07
C 13.92 18.61 4.20
Br 15.26 19.68 5.19
Br 13.78 16.88 5.21
Br 14.28 18.44 2.29
H 12.97 19.13 4.14
C 13.64 20.48 8.66
C 13.29 19.16 8.86
C 12.19 18.62 8.20
C 11.32 19.51 7.54
C 11.62 20.85 7.38
C 12.82 21.31 7.90
N 10.03 19.07 6.98
O 9.73 17.92 6.84
O 9.22 19.97 6.68
H 14.56 20.89 9.06
H 13.95 18.54 9.45
H 11.96 17.57 8.35
H 10.88 21.57 7.07
H 13.07 22.35 7.75
C 6.24 15.01 1.29
C 7.21 15.85 1.84
C 6.80 17.04 2.42
C 5.47 17.45 2.49
C 4.52 16.63 1.87
C 4.90 15.41 1.36
N 5.09 18.68 3.15
O 3.92 18.96 3.11
O 5.96 19.38 3.66
H 6.49 13.99 1.03
H 8.19 15.46 2.10
H 7.54 17.60 2.98
H 3.46 16.88 1.88
H 4.14 14.68 1.12
C 13.37 21.14 -0.16
C 12.06 21.58 0.09
C 11.14 21.74 -0.93
C 11.58 21.58 -2.26
C 12.88 21.16 -2.51
C 13.76 20.93 -1.46
N 10.71 21.97 -3.40
O 11.25 22.15 -4.47
O 9.53 22.11 -3.18
H 14.06 21.03 0.66
H 11.69 21.67 1.11
H 10.11 22.03 -0.76
H 13.26 20.94 -3.50
H 14.73 20.46 -1.59



9
Properties=species:S:1:pos:R:3 method="wB97M-V/def2-TZVPD" e_above_lowest_kcal_mol=77.48 homo_ha=-0.3558 gap_ev=9.96 smiles="C=NNC=O" spin_multiplicity=1
C -1.65 0.26 -0.06
N -0.72 -0.68 -0.27
N 0.51 -0.68 0.31
C 1.42 0.32 -0.03
O 2.64 -0.08 -0.13
H -2.71 -0.21 -0.30
H -1.58 1.29 0.68
H 1.14 -1.60 0.08
H 0.95 1.38 -0.28